# C21H23IN2O2Zn

A molecular structure, C21H23IN2O2Zn (ωB97M-V with the def2-TZVPD basis set, OMol25).

Summary:
LUMO energy = 0.06 eV
2S+1 = 1
ΔE to the lowest compared entry with this formula, charge and spin = 5.2 kcal per mole

Geometry as XYZ:
```
50
Properties=species:S:1:pos:R:3:forces:R:3
Zn -0.32892 0.45972 0.11424 0.1 0.0 -0.3
C 0.85887 -0.14437 2.07444 -0.1 0.0 0.0
C -0.37104 -0.84934 2.10897 0.0 0.1 0.1
C -1.42781 0.10797 2.11611 0.1 -0.1 0.1
C -0.84840 1.40649 2.09794 0.0 0.0 0.1
C 0.57044 1.25260 2.06040 0.0 -0.1 0.1
C 1.60614 2.32684 2.19115 0.1 0.1 -0.1
C -1.61520 2.68917 2.20294 0.0 0.1 -0.1
C -2.89411 -0.19025 2.22433 -0.1 0.0 0.0
C -0.54763 -2.32718 2.29598 0.0 -0.1 -0.1
C 2.23823 -0.72121 2.14865 0.1 0.0 -0.1
H 2.47116 2.14555 1.54668 0.0 0.0 0.0
H 1.98725 2.38772 3.21501 0.0 0.0 0.0
H 1.21222 3.31051 1.93256 0.0 0.0 0.0
H -2.19061 2.71920 3.13232 0.0 0.0 0.0
H -2.31624 2.82724 1.37727 0.0 0.0 0.0
H -0.95046 3.55269 2.20507 0.0 0.0 0.0
H -3.06400 -1.14593 2.72308 0.0 0.0 0.0
H -3.40855 -0.23554 1.25913 0.0 0.0 0.0
H -3.40275 0.57459 2.81458 0.0 0.0 0.0
H -0.60838 -2.58896 3.35657 0.0 0.0 0.0
H 0.28267 -2.90036 1.87722 0.0 0.0 0.0
H -1.46547 -2.69322 1.83150 0.0 0.0 0.0
H 2.72480 -0.47467 3.09693 0.0 0.0 0.0
H 2.88886 -0.34264 1.35424 0.0 0.0 0.0
H 2.22768 -1.80920 2.06799 0.0 0.0 0.0
O -2.21893 1.80480 -3.18808 0.1 0.1 -0.2
C -1.69195 1.22274 -2.25799 -0.3 -0.1 0.3
O -1.12734 1.73352 -1.23057 0.2 -0.1 0.1
C -1.76641 -0.31228 -2.27143 0.2 -0.1 0.0
C -2.36500 -0.97836 -3.32956 0.0 0.0 0.0
C -2.38944 -2.36053 -3.31737 0.0 0.0 -0.1
C -1.81806 -3.04220 -2.25130 0.0 0.0 0.0
C -1.24357 -2.30645 -1.23371 0.0 0.0 0.1
N -1.22195 -0.97221 -1.24518 0.1 0.2 0.0
H -2.78710 -0.38724 -4.12894 0.0 0.0 0.0
H -2.84658 -2.90807 -4.13178 0.0 0.0 0.0
H -1.81564 -4.12201 -2.20461 0.0 0.0 0.0
H -0.78873 -2.78448 -0.37578 0.0 0.0 0.0
I 3.87060 -2.24576 -3.46544 0.0 -0.1 0.0
C 3.11939 -0.51295 -2.61027 -0.1 0.1 0.1
C 3.59983 0.73506 -2.97194 0.0 0.0 0.0
C 3.05280 1.85653 -2.37104 0.0 0.0 0.0
C 2.04746 1.68947 -1.43601 0.0 0.0 0.1
N 1.59625 0.48552 -1.08303 -0.2 0.0 -0.1
C 2.11326 -0.59571 -1.66157 0.0 0.0 0.1
H 4.38105 0.83041 -3.71403 0.0 0.0 0.0
H 3.39039 2.84948 -2.63165 0.0 0.0 0.0
H 1.57098 2.53704 -0.96021 0.0 0.0 0.0
H 1.70995 -1.55375 -1.35378 0.0 0.0 0.0
```
Positions in Å, forces in eV/Å.